Here is a structure of composition CH4OS in a non-equilibrium geometry from OMol25. Energies are from wB97M-V/def2-TZVPD.

Computed properties:
DFT total energy	-513.85807	Ha
HOMO-LUMO gap	0.3570	Ha
net charge	0

Atoms and positions in Å:
1 C -0.06198 0.12534 -0.48127
2 O -1.04816 -0.57414 0.17478
3 S 1.60973 0.10356 0.14064
4 H -0.18677 -0.12963 -1.57297
5 H -0.53705 1.39132 -0.76939
6 H -1.11268 -0.53370 1.12361
7 H 1.33691 -0.38274 1.38460

Forces on the atoms, in the same order (eV/Å):
C -2.9 4.1 -2.6
O -0.4 -1.0 -0.6
S 0.3 -0.3 0.4
H 1.0 -0.6 1.3
H 1.6 -3.0 1.6
H 0.5 0.6 0.4
H -0.1 0.3 -0.6

Formally, the Löwdin partial charges of the atoms, in units of the elementary charge, are as follows:
1 C -0.75
2 O -0.13
3 S 0.70
4 H 0.07
5 H 0.15
6 H 0.08
7 H -0.13

Here is a cluster of 2 separate species, C2H2Br2O in total in a non-equilibrium geometry from OMol25. Energies are from wB97M-V/def2-TZVPD.

Computed properties:
DFT total energy	-5300.52508	Ha
HOMO-LUMO gap (alpha / beta)	0.2842 / 0.2345	Ha
net charge	0

Atoms and positions in Å:
1 C -0.22778 -0.14614 0.16805
2 C -1.53288 -0.73782 0.52898
3 O -0.67515 -0.61291 1.54236
4 Br -3.44165 1.51579 0.01376
5 Br -2.64208 -2.03505 -0.12671
6 H 0.52536 -0.76598 -0.29340
7 H -0.04447 0.79124 -0.05610

Forces on the atoms, in the same order (eV/Å):
C -1.7 -5.3 0.7
C 1.5 2.3 -0.4
O -1.0 0.0 -1.3
Br 1.0 -1.0 0.4
Br 0.2 -0.2 0.5
H 0.0 -0.7 0.3
H 0.0 5.0 -0.1

Formally, the Löwdin partial charges of the atoms, in units of the elementary charge, are as follows:
1 C -0.03
2 C -0.84
3 O 0.03
4 Br -0.17
5 Br 0.83
6 H 0.12
7 H 0.05

> Look up the DFT total energy of the first one.

-513.85807 Ha

What did the second record say?
Here is a cluster of 2 separate species, C2H2Br2O in total in a non-equilibrium geometry from OMol25. Energies are from wB97M-V/def2-TZVPD.

Computed properties:
DFT total energy	-5300.52508	Ha
HOMO-LUMO gap (alpha / beta)	0.2842 / 0.2345	Ha
net charge	0

Atoms and positions in Å:
1 C -0.22778 -0.14614 0.16805
2 C -1.53288 -0.73782 0.52898
3 O -0.67515 -0.61291 1.54236
4 Br -3.44165 1.51579 0.01376
5 Br -2.64208 -2.03505 -0.12671
6 H 0.52536 -0.76598 -0.29340
7 H -0.04447 0.79124 -0.05610

Forces on the atoms, in the same order (eV/Å):
C -1.7 -5.3 0.7
C 1.5 2.3 -0.4
O -1.0 0.0 -1.3
Br 1.0 -1.0 0.4
Br 0.2 -0.2 0.5
H 0.0 -0.7 0.3
H 0.0 5.0 -0.1

Formally, the Löwdin partial charges of the atoms, in units of the elementary charge, are as follows:
1 C -0.03
2 C -0.84
3 O 0.03
4 Br -0.17
5 Br 0.83
6 H 0.12
7 H 0.05